{
  "formula": "C3H7N3O",
  "method": "wB97M-V/def2-TZVPD",
  "symbols": ["C", "N", "C", "N", "C", "N", "O", "H", "H", "H", "H", "H", "H", "H"],
  "coordinates": [[1.7104, 1.1626, -0.5276], [1.0811, -0.0910, -0.2448], [0.0322, -0.7229, 0.0751], [0.1540, -2.0901, 0.2078], [-1.4467, -0.3411, 0.3597], [-1.8067, 0.9415, 0.1440], [-2.2274, -1.1781, 0.7857], [2.2795, 1.4657, 0.3708], [1.1323, 2.0549, -0.8596], [2.4723, 0.9796, -1.3117], [-0.5444, -2.5910, 0.7350], [1.1209, -2.3660, 0.2845], [-1.1810, 1.5887, -0.2998], [-2.7763, 1.1872, 0.2810]],
  "forces_ev_per_angstrom": [[0.06, 0.33, 0.02], [-0.14, -0.25, 0.04], [0.39, 0.03, -0.12], [0.13, -0.01, 0.08], [-0.15, 0.00, 0.09], [0.11, 0.06, -0.09], [0.44, 0.36, -0.17], [-0.25, -0.06, -0.32], [-0.20, -0.54, 0.22], [-0.42, 0.13, 0.34], [0.01, 0.14, -0.07], [-0.18, -0.21, 0.00], [0.02, 0.03, 0.01], [0.20, -0.01, -0.04]],
  "lowdin_charge": [-0.153, 0.016, -0.342, 0.110, -0.458, 0.177, 0.046, 0.080, 0.061, 0.075, 0.084, 0.097, 0.089, 0.116],
  "gap_ev": 9.6,
  "e_lumo_ev": 0.9,
  "smiles": "C/N=C(/N)C(N)=O"
}


{
  "formula": "C4H5LiO2Sm",
  "method": "wB97M-V/def2-TZVPD",
  "symbols": ["C", "C", "C", "C", "O", "O", "Li", "Sm", "H", "H", "H", "H", "H"],
  "coordinates": [[-0.3133, 0.1879, -1.6808], [-0.9684, 0.6444, -0.4234], [-0.8047, -0.2272, 0.7098], [0.4320, -0.5480, 1.2484], [0.6037, -1.3461, 2.2298], [0.5029, 0.9712, -2.2816], [1.4513, 2.4674, -2.2482], [2.2636, -2.4859, 3.9888], [-0.1753, -0.9020, -1.8133], [-0.8448, 1.7161, -0.2287], [-1.6851, -0.7312, 1.1153], [1.3246, -0.0412, 0.8417], [-1.7863, 0.2947, -1.4577]],
  "forces_ev_per_angstrom": [[4.11, 1.80, 2.58], [0.47, -0.69, -3.56], [-0.41, -1.90, 0.97], [-1.07, 0.19, -0.75], [1.21, -0.69, 1.26], [-1.34, -0.59, -0.49], [-0.24, -0.36, -0.16], [-1.07, 0.70, -1.08], [-0.81, 0.31, -0.35], [-0.97, -0.05, -0.83], [0.32, 0.32, 0.26], [-0.05, -0.03, -0.13], [-0.15, 0.99, 2.27]],
  "lowdin_charge": [-0.299, -0.165, -0.138, -0.373, -0.403, -0.215, 0.849, 1.007, 0.153, 0.123, 0.107, 0.111, 0.242],
  "gap_ev": [4.7, 6.7],
  "e_lumo_ev": [-3.8, -3.8],
  "total_charge": 1,
  "spin_multiplicity": 8,
  "s2": 15.76
}